[1]
The following is a DFT calculation (ωB97M-V with the def2-TZVPD basis set) of the molecule C6H4O at a distorted geometry.

Calculated values
* charge: 0
* highest occupied orbital energy: -9.09 eV

XYZ file:
```
11
Properties=species:S:1:pos:R:3:forces:R:3:nbo_charge:R:1
H -2.329 1.174 0.534 -0.002 -0.073 -0.100 0.24
H 0.330 1.795 0.865 -0.108 -0.216 0.064 0.24
C -1.501 -0.693 -0.237 -0.407 0.155 0.052 0.09
C 0.577 -0.245 0.158 -0.452 0.020 0.754 0.26
H -2.288 -1.352 -0.561 -0.006 0.077 0.041 0.21
C 1.987 -0.393 -0.126 0.321 0.304 -0.673 -0.68
C 3.247 -0.647 -0.001 -1.064 0.230 -0.151 0.27
H 1.810 0.130 -1.095 1.942 -0.197 -0.534 0.36
C -1.480 0.552 0.302 -0.234 -0.130 -0.071 -0.31
C -0.107 0.866 0.523 0.016 -0.146 0.256 -0.29
O -0.246 -1.186 -0.362 -0.006 -0.025 0.362 -0.39
```
Positions in Å, forces in eV/Å.

[2]
The following is a DFT calculation (ωB97M-V with the def2-TZVPD basis set) of a 19-piece molecular cluster, C6H50O19 overall at a distorted geometry.

Calculated values
* charge: 0
* highest occupied orbital energy: -9.82 eV

XYZ file:
```
75
Properties=species:S:1:pos:R:3:forces:R:3:lowdin_charge:R:1
H 4.657 1.177 1.386 0.199 -0.097 0.043 -0.03
O 3.528 -0.607 -3.877 0.106 0.126 -0.207 -0.05
H 4.245 -2.020 -0.630 -0.143 0.022 0.525 0.02
H -5.125 -0.910 0.832 0.386 -0.543 -0.123 0.10
H -0.839 2.772 1.961 0.205 0.363 0.014 0.08
H -2.955 2.606 0.904 0.143 -0.171 0.302 -0.02
H 0.063 -2.462 3.345 -0.393 -0.096 -0.632 -0.01
H 4.966 -2.727 -1.757 0.170 -0.260 -0.260 0.09
O -2.463 -1.212 -4.279 -0.204 -0.147 -0.833 -0.05
H -3.595 0.522 3.031 0.058 0.260 0.203 0.12
O -0.684 -2.803 1.427 0.101 -0.713 0.449 -0.03
H 1.599 3.914 -0.028 0.002 0.058 0.181 0.01
C 1.330 0.071 0.980 0.163 0.131 -1.790 -0.02
H -4.568 -1.857 2.884 0.001 -0.400 0.405 0.08
H -5.780 1.695 2.149 0.187 0.229 0.195 0.08
H 1.238 0.599 -1.940 0.322 0.546 0.051 0.08
H -2.217 -0.472 -0.910 0.615 0.354 0.755 0.00
C -4.493 0.010 2.686 -0.642 0.257 -1.490 -0.51
H -0.675 -1.743 -4.557 -0.477 0.233 0.055 -0.03
H -1.680 2.436 -4.865 0.014 -0.011 -0.276 0.06
H 3.169 0.278 -3.817 -0.186 0.222 -0.170 0.03
H -5.874 1.164 3.874 0.410 0.393 0.022 0.08
O 4.116 -2.152 1.577 0.098 -0.681 -0.297 -0.05
H -0.405 0.308 -2.103 -0.362 0.345 0.124 0.07
O 2.967 -0.405 3.787 0.232 -0.047 -0.256 -0.04
H 2.444 -0.925 4.398 -0.580 -0.181 0.148 0.04
C -4.207 -0.476 1.229 0.016 1.731 1.492 -0.04
O -2.671 -0.599 -1.742 -0.623 -0.077 -0.343 -0.04
H 3.703 -0.857 -2.970 0.118 -0.284 0.312 -0.03
H 1.726 3.938 -1.536 -0.359 0.048 -0.654 -0.04
H 5.992 -0.342 -0.093 0.417 -0.061 -0.021 0.09
O -0.925 -0.145 0.446 -1.110 -1.482 -0.826 -0.14
C -5.734 0.853 2.839 -0.565 0.574 -0.042 -0.06
H 1.542 -3.608 -1.157 -0.074 -0.254 0.092 0.03
H 0.054 3.143 -3.066 -0.499 -0.451 -0.269 -0.01
O 0.643 3.880 -2.907 0.287 0.321 0.120 -0.05
C 0.307 0.717 -1.386 0.979 -1.797 -0.385 -0.02
H 0.552 -1.294 -0.488 -0.493 0.099 -0.413 0.11
H 3.954 -2.009 2.510 -0.319 0.084 0.208 0.02
H -1.063 -2.046 0.980 -0.136 0.667 -0.031 0.00
H 4.450 -1.313 1.260 0.053 0.526 0.027 -0.03
H -2.684 3.743 -0.059 0.098 0.185 -0.148 0.03
O 2.246 3.939 -0.732 0.580 -0.118 0.666 -0.07
O 0.229 -2.057 -4.555 0.392 -0.114 -0.322 -0.07
O 5.149 0.007 0.194 0.171 -0.196 -0.172 -0.03
O 4.216 -2.161 -1.576 0.123 0.118 -0.161 -0.03
H -1.280 1.577 2.779 -0.050 -0.274 0.418 0.08
H 2.561 -2.772 -1.901 0.606 0.140 -0.097 -0.02
H -3.109 -1.445 -1.650 -0.241 -0.277 0.325 0.06
O -1.389 2.247 -3.973 0.160 0.137 0.107 -0.03
H -3.932 0.383 0.617 -0.079 -0.040 -0.186 0.06
O 0.083 -2.107 4.234 0.425 0.383 0.440 -0.05
H 0.479 -2.064 -3.631 0.268 -0.201 0.291 -0.02
H 2.274 -0.402 0.712 0.264 0.171 0.573 0.06
H 0.582 4.412 -3.701 0.041 0.169 -0.107 0.06
H 3.852 -0.427 4.150 0.342 0.233 0.234 0.05
O -4.729 -1.113 3.469 0.280 -1.325 0.702 -0.04
O -3.371 3.142 0.228 -0.406 0.077 -0.302 -0.05
H 0.226 -2.826 1.132 0.246 -0.036 -0.221 0.03
O -1.445 2.031 1.952 0.029 0.062 -0.061 -0.02
H -3.300 -1.061 1.381 -0.284 -0.685 -0.696 0.07
H 0.104 1.759 -1.137 0.069 -0.162 0.202 0.08
C 0.352 -0.262 -0.200 0.100 1.833 1.843 -0.40
O 1.656 -3.082 -1.948 -0.842 0.013 -0.013 -0.04
H -0.969 0.739 0.818 -0.247 0.353 0.275 0.03
O 4.297 1.741 2.070 -0.035 0.518 0.392 -0.05
H -2.993 -1.961 -4.551 -0.088 -0.208 -0.316 0.05
H -2.140 1.820 -3.561 -0.202 -0.276 0.232 0.05
H 0.943 -0.261 1.944 0.120 -0.376 -0.224 0.07
H 4.894 0.618 -0.498 -0.294 0.243 -0.404 0.09
H -6.649 0.281 2.686 0.193 -0.439 -0.451 0.08
H 1.464 1.151 1.034 0.206 0.107 0.007 0.08
H 3.620 1.208 2.489 -0.326 -0.135 0.182 -0.02
H -2.749 -1.027 -3.385 0.341 0.463 0.377 -0.03
H 0.220 -2.871 4.794 -0.074 -0.177 0.210 0.04
```
Positions in Å, forces in eV/Å.

[3]
The following is a DFT calculation (ωB97M-V with the def2-TZVPD basis set) of a 21-piece molecular cluster, C6H51N2O20 overall at a distorted geometry.

Calculated values
* charge: +2
* 2S+1: 2
* highest occupied orbital energy (spin up / spin down): -14.70 / -14.69 eV
* <S²>: 0.761

XYZ file:
```
79
Properties=species:S:1:pos:R:3:forces:R:3:mulliken_spin:R:1
C -0.717 0.307 1.112 -3.543 1.505 -4.062 0.24
H -4.192 -0.539 -3.603 -0.312 0.036 -0.107 0.00
H 0.364 -0.118 2.976 0.003 -0.158 0.120 0.02
H -1.217 -0.385 -2.257 0.807 -0.362 0.396 -0.01
H -4.885 -1.683 -0.725 -0.429 -0.022 0.150 0.00
H -0.959 3.051 3.031 0.213 0.271 0.330 0.00
H 2.157 -1.761 5.399 0.610 -0.709 -0.114 0.00
H -1.814 3.788 2.022 -0.096 0.439 -0.049 0.00
H -2.258 -0.094 -4.645 -0.372 -0.603 0.155 0.00
H -1.468 1.060 1.295 -0.021 0.374 0.528 0.05
C 0.142 -0.311 1.937 4.117 -3.670 0.482 0.41
O 1.140 3.291 -4.625 0.308 0.088 0.251 0.00
H 2.275 -2.687 0.868 0.620 0.025 0.330 0.00
H -0.355 4.597 -2.091 -0.349 -0.017 -0.465 0.00
C -1.431 0.181 -1.350 -0.491 0.899 -0.725 0.01
H 4.433 -2.565 -1.093 -0.248 0.275 -0.200 0.00
H -3.427 4.525 -1.717 -0.015 0.369 -0.115 0.00
H -2.472 -0.071 -1.146 -0.016 0.311 0.222 0.00
O 2.291 0.906 -2.616 -0.251 -0.717 0.064 0.00
O 1.086 -4.623 3.934 0.183 -0.035 -0.611 0.00
C 0.319 -1.173 -0.110 0.120 0.516 1.099 0.28
H -1.893 1.898 -2.496 -0.121 -0.357 -0.147 0.00
O -4.356 1.144 -0.955 0.111 -0.507 0.050 0.00
H 1.546 -2.597 2.524 0.312 -0.479 0.025 0.00
O -1.827 3.047 2.628 0.032 -0.724 -0.362 0.00
H -3.400 -1.615 -2.892 -0.247 -0.385 0.362 0.00
H 4.878 -3.948 -0.668 0.042 -0.228 -0.283 0.00
H -3.615 -2.440 -0.397 -0.019 -0.397 0.182 0.00
N 0.854 -1.269 1.191 -2.849 3.231 -0.384 0.00
H 0.253 5.828 -1.455 0.166 0.337 0.073 0.00
H 0.928 2.441 -5.011 -0.146 -0.205 -0.429 0.00
H 5.334 -1.250 3.807 0.394 -0.101 0.039 0.00
O 1.261 -1.426 5.360 -0.361 1.218 -0.074 0.00
O 1.949 3.005 -0.751 0.248 -0.885 0.307 0.00
H 3.506 -3.074 4.015 0.288 0.117 -0.304 0.00
O -1.359 4.406 -3.634 -0.011 -0.176 0.230 0.00
H 4.204 -0.310 4.169 0.040 0.193 0.299 0.00
H 0.133 -4.531 3.910 -0.425 -0.067 0.158 0.00
H 3.850 -5.084 0.613 0.143 -0.032 0.337 0.00
O -1.777 0.620 -5.064 0.731 0.620 0.038 0.00
H 3.492 -3.806 5.340 0.090 -0.346 0.388 0.00
O 3.175 -3.011 4.911 0.332 -0.075 -0.065 0.00
H 2.729 -1.341 2.082 0.371 -0.192 -0.365 0.00
O -4.104 -2.063 -1.129 0.421 0.225 -0.082 0.00
O 3.672 -5.367 -0.285 -0.233 0.047 -0.046 0.00
O 4.625 -0.735 3.422 -0.525 -0.079 -0.377 0.00
H -4.505 2.061 -1.184 0.083 0.850 0.114 0.00
H 2.484 3.220 0.013 0.393 0.049 0.072 0.00
H -2.717 3.862 -0.556 0.223 0.244 0.117 0.00
O 0.050 4.909 -1.282 -0.051 -0.243 0.651 0.00
H 3.404 -2.003 -2.909 0.081 -0.202 -0.334 0.00
O 3.059 -1.708 -2.066 -0.419 -0.602 0.461 0.00
H -0.191 -2.036 4.861 0.702 0.084 0.495 0.00
H 1.388 -3.864 4.432 0.101 0.109 0.422 0.00
H -4.394 0.597 0.965 -0.208 0.399 -0.564 0.00
H -0.307 2.081 -1.934 0.286 -0.518 0.639 0.00
H 0.599 -1.733 -0.990 0.526 -0.313 0.030 0.01
C 1.988 -2.041 1.697 -0.724 -0.363 -0.086 0.01
H -5.018 0.662 -1.451 -0.299 -0.150 -0.086 0.00
H 1.245 3.654 -0.739 -0.478 0.808 -0.340 0.00
H -0.887 4.704 -4.412 -0.022 0.559 -0.502 0.00
O -3.439 -1.120 -3.710 0.346 0.236 -0.295 0.00
H -3.555 -0.540 1.509 -0.061 -0.337 -0.007 0.00
O -3.585 3.993 -0.936 -0.353 -0.417 -0.020 0.00
H -1.692 -1.863 4.778 -0.446 -0.054 0.190 0.00
H 2.978 -0.759 -2.159 -0.014 0.884 -0.224 0.00
O -0.992 -2.492 4.603 -0.719 -0.199 -0.975 0.02
N -0.653 -0.226 -0.164 1.854 -0.904 1.910 -0.04
H 2.361 1.771 -2.211 0.144 0.657 0.449 0.00
O -4.150 0.159 1.780 0.417 -0.135 0.495 0.01
O 5.048 -3.018 -0.516 0.381 0.205 0.616 0.00
C -1.271 1.674 -1.629 -1.140 0.199 -0.467 0.00
H -1.789 2.249 -0.862 0.584 -0.020 0.283 0.00
H 0.323 3.581 -4.220 0.004 -0.412 0.188 0.00
H 1.213 -0.787 6.072 -0.267 0.230 0.336 0.00
H -2.408 1.337 -5.115 -0.142 0.136 -0.232 0.00
H 2.895 -5.921 -0.212 -0.126 -0.361 -0.119 0.00
H -2.271 4.339 -3.918 -0.303 -0.013 -0.127 0.00
H 1.717 1.040 -3.370 0.030 0.026 -0.339 0.00
```
Positions in Å, forces in eV/Å.

[4]
The following is a DFT calculation (ωB97M-V with the def2-TZVPD basis set) of a 2-piece molecular cluster, C6H5BrNO2S overall at a distorted geometry.

Calculated values
* charge: -1
* highest occupied orbital energy (spin up / spin down): -3.83 / -3.82 eV

XYZ file:
```
16
Properties=species:S:1:pos:R:3:forces:R:3:nbo_charge:R:1
C 1.018 -1.069 1.369 2.855 -1.717 -0.060 0.04
N 1.591 -0.321 0.431 0.000 0.249 1.093 -0.44
H -2.431 -0.285 -1.731 -0.269 -2.268 0.975 0.02
C 0.764 0.535 -0.127 3.359 2.026 -2.813 0.05
S -2.785 -1.610 -1.012 0.913 1.669 -0.129 0.68
H -0.847 -1.874 2.114 -0.269 -0.991 1.218 0.24
H 1.316 1.236 -0.836 -1.040 -0.722 0.742 0.17
C -1.059 -0.317 0.843 -0.847 1.011 0.276 -0.25
H 1.825 -1.659 1.862 -1.293 -0.036 0.133 0.18
C -0.328 -1.169 1.547 1.878 -1.291 0.794 -0.23
Br -3.551 1.438 0.168 0.322 -0.373 0.215 -0.39
C -0.555 0.615 0.058 2.487 0.539 -0.863 -0.22
O -3.114 -0.759 2.065 4.006 1.891 -5.123 -0.65
C -2.402 -0.336 1.038 -9.821 -2.906 4.660 0.55
H -1.094 1.332 -0.412 -1.651 1.858 -1.190 0.24
O -1.691 -2.666 -1.192 -0.630 1.062 0.073 -0.99
```
Positions in Å, forces in eV/Å.

[5]
The following is a DFT calculation (ωB97M-V with the def2-TZVPD basis set) of the molecule C6H5Cl2I at a distorted geometry.

Calculated values
* charge: 0
* highest occupied orbital energy (spin up / spin down): -8.30 / -7.97 eV

XYZ file:
```
14
Properties=species:S:1:pos:R:3:forces:R:3:nbo_charge:R:1
Cl 3.731 1.116 -0.129 -0.181 -0.098 -0.103 0.06
C 1.581 -1.543 0.941 3.392 1.607 0.119 -0.12
C 0.967 0.918 -0.393 1.898 1.847 0.118 -0.54
H 0.082 -2.964 0.829 0.113 1.084 -0.522 0.23
H 1.403 0.326 -1.186 -0.332 -0.343 -0.607 0.25
C 2.154 1.034 0.530 -0.739 -1.325 0.616 -0.04
I 3.407 -2.341 1.299 -0.160 -0.290 0.051 0.26
H -1.098 1.067 -0.156 -0.101 -0.582 0.676 0.21
C -0.591 -0.860 0.502 0.307 1.276 -0.820 -0.20
Cl 1.978 1.873 2.012 -0.119 0.035 0.095 0.05
C 0.378 -1.885 0.671 -1.530 -2.740 1.040 -0.43
H 0.801 1.965 -0.780 -0.037 -0.920 0.048 0.21
H -1.617 -0.962 0.468 -2.009 -1.261 0.614 0.22
C -0.298 0.368 0.127 -0.502 1.709 -1.323 -0.15
```
Positions in Å, forces in eV/Å.

[6]
The following is a DFT calculation (ωB97M-V with the def2-TZVPD basis set) of the molecule C6H5ClN4 at a distorted geometry.

Calculated values
* charge: 0
* highest occupied orbital energy: -9.35 eV

XYZ file:
```
16
Properties=species:S:1:pos:R:3:forces:R:3:nbo_charge:R:1
H 0.119 -0.775 3.554 0.474 0.363 -2.569 0.23
C 0.488 -1.038 2.457 0.285 -1.534 2.573 -0.67
H 0.061 -2.154 2.389 1.127 2.455 -0.442 0.25
H -1.377 1.039 1.972 0.776 -0.114 -1.942 0.26
C 0.455 0.097 -3.098 -0.714 2.231 -0.713 0.17
C -1.058 1.098 -0.259 -0.848 0.116 1.019 0.22
H 0.564 0.128 -4.214 0.189 -0.220 1.420 0.21
N -0.413 0.519 -1.298 -0.562 1.185 2.147 -0.20
C 0.206 -0.218 1.209 1.957 -2.120 -0.814 0.24
H 1.628 -1.063 2.512 -1.567 -0.421 0.048 0.25
N 1.026 -0.634 0.212 -1.720 0.252 -0.882 -0.43
N 1.281 -0.511 -2.211 -0.675 -0.756 -1.702 -0.47
C 0.660 -0.309 -1.085 0.979 0.610 3.465 0.48
Cl -2.307 2.196 -0.628 0.020 0.113 -0.108 0.09
C -0.786 0.736 1.040 -1.304 0.245 0.902 -0.33
N -0.545 0.888 -2.553 1.581 -2.406 -2.403 -0.30
```
Positions in Å, forces in eV/Å.

The evaluated energy above the lowest of the compared OMol25 structures with the same formula, charge and spin for the records listed, in turn: 84.2 0.0 3.5 54.3 57.8 45.0 kcal per mole.